(1)
# C4H7O3Rh

A molecular structure, C4H7O3Rh at a distorted geometry (the ωB97M-V functional and the def2-TZVPD basis, the OMol25 dataset).

The value obtained for the HOMO energy (spin up / spin down) is -19.2541 / -19.3891 eV. As for the strongest force on any atom: 3.64 eV Å⁻¹. The energy relative to the best compared isomer or geometry (same formula, charge and spin) is 15.98 kcal per mole. The multiplicity is 5. Its expectation value of S² is 6.01. As for the orbital gap (spin up / spin down): 8.931 / 6.344 eV. Its charge is +2.

Geometry (Å):
Rh: -0.0519 -0.8977 -2.3137
O: 0.3389 0.9237 -1.6981
C: 0.8153 -0.2369 0.8158
O: 0.0620 -1.9019 -0.8388
H: -1.7081 0.1392 -0.2434
H: -0.2698 2.7191 -0.9941
C: -1.1384 0.9805 0.1761
C: 0.3784 -1.6706 0.4895
C: -0.2063 1.6334 -0.8253
H: 1.6694 -0.0933 0.1259
O: -0.3279 0.5235 1.2284
H: -1.8156 1.7425 0.5833
H: 1.2126 -2.3198 0.8192
H: 1.5266 0.4049 1.5482
H: -0.4852 -1.9463 1.1269

Calculated atomic charges, method natural (NBO), unit e:
1. Rh 1.567
2. O -0.605
3. C -0.256
4. O -0.366
5. H 0.188
6. H 0.252
7. C -0.189
8. C -0.189
9. C 0.529
10. H 0.235
11. O -0.424
12. H 0.281
13. H 0.327
14. H 0.349
15. H 0.300

(2)
# C4H7O3S

A gas-phase ion, C4H7O3S (charge -1) at a distorted geometry (the ωB97M-V functional and the def2-TZVPD basis, the OMol25 dataset).

The value obtained for the HOMO energy is -2.7505 eV. As for the strongest force on any atom: 4.70 eV Å⁻¹. The energy relative to the best compared isomer or geometry (same formula, charge and spin) is 84.88 kcal per mole. The multiplicity is 1. As for the orbital gap: 6.498 eV. Its charge is -1.

Geometry (Å):
H: 0.3384 -1.6566 -0.5358
O: -1.5396 1.0710 -0.0971
H: 1.2752 2.2430 0.3874
C: -0.0458 0.9893 -0.1447
C: -2.2192 -0.0927 0.2602
H: -1.7436 -0.9893 -0.2249
C: 1.2405 -1.4842 -0.0641
H: -3.1971 0.0706 -0.1434
O: 0.5846 0.6417 -1.3285
S: 2.8936 0.8150 0.0042
O: 0.3058 2.2610 0.3956
H: 2.1506 -1.9998 -0.4400
H: -2.5780 -0.1069 1.3226
H: 1.0556 -1.7068 0.9877
C: 1.4789 -0.0553 -0.3793

Calculated atomic charges, method natural (NBO), unit e:
1. H 0.208
2. O -0.555
3. H 0.486
4. C 0.605
5. C -0.245
6. H 0.173
7. C -0.674
8. H 0.162
9. O -0.583
10. S -0.468
11. O -0.766
12. H 0.202
13. H 0.155
14. H 0.217
15. C 0.082